15
Properties=species:S:1:pos:R:3:forces:R:3 method="wB97M-V/def2-TZVPD" smiles="CO[C@](C)(O)C=O" total_charge=0 de_lowest_ev=2.690 homo_lumo_gap_ev=10.556 max_force_ha_per_bohr=0.116
C 1.21474 -0.34091 0.69350 0.920 -2.270 2.040
C 0.14686 1.95938 0.19416 4.974 -1.421 -2.942
C -1.31391 -1.39373 -0.10439 0.996 -1.858 -0.902
C 0.16467 0.44742 -0.13503 1.625 -0.048 2.400
O 2.20026 -0.90075 0.25364 -0.856 1.026 -0.453
O 0.52863 0.21574 -1.41093 -0.783 1.366 -1.938
O -1.07250 -0.07127 0.27535 -0.741 -0.006 0.356
H 0.99662 -0.68850 1.77855 -0.376 1.345 -1.054
H 0.77350 2.27002 1.01800 0.527 -0.368 0.228
H 0.57793 2.43696 -0.75169 -1.089 -0.201 1.397
H -0.76731 2.18596 0.47513 -4.602 1.489 0.659
H -2.35620 -1.64013 -0.07842 -0.713 0.481 -0.031
H -0.85703 -2.25659 0.48459 0.093 1.449 -0.157
H -0.96016 -1.52212 -1.15036 -0.519 -0.219 0.489
H 0.72392 -0.70148 -1.54211 0.545 -0.763 -0.093